{
  "formula": "CH2N4O2",
  "method": "ωB97M-V/def2-TZVPD",
  "e_homo_ev": -10.5,
  "gap_ev": 11.27,
  "e_lumo_ev": 0.72,
  "e_above_lowest_kj_mol": 357.0,
  "energy_ha": -408.6496,
  "symbols": ["C", "N", "N", "N", "N", "O", "O", "H", "H"],
  "xyz": [[2.4846, -0.0788, -0.2141], [-3.1401, 1.2309, 0.2832], [1.4182, -0.8078, 0.2468], [-2.4218, 0.3404, -0.0759], [-1.8419, -0.4040, -0.6917], [2.8032, -1.2768, 0.1641], [2.9173, 0.9280, -0.5824], [-3.0098, 1.3967, 1.2553], [0.7902, -1.3286, -0.3853]]
}